(1)
{
  "formula": "C11H26N4O7SSr",
  "method": "ωB97M-V with the def2-TZVPD basis set",
  "species": ["H", "H", "N", "O", "H", "N", "H", "H", "C", "C", "C", "O", "H", "H", "O", "O", "H", "H", "C", "C", "H", "H", "H", "N", "H", "Sr", "C", "O", "H", "H", "H", "C", "H", "C", "S", "H", "H", "H", "H", "H", "O", "H", "O", "C", "N", "H", "H", "C", "H", "C"],
  "xyz": [[1.091581, 1.072757, -3.800621], [-2.834687, 2.635051, 2.639099], [1.425984, -1.307521, -1.067901], [-2.948565, 0.445934, 1.606620], [1.785526, 1.503980, 3.807753], [-1.112432, -2.152837, 0.223011], [-0.402614, -4.878706, -1.292106], [1.628150, 1.604438, -1.912639], [-1.895747, 0.094202, -1.958501], [0.162842, 4.259326, 0.403252], [0.886064, -2.473599, -1.179815], [2.343673, -0.786719, 1.562555], [-1.562329, 3.884883, 2.449940], [-2.007814, -4.095347, -1.167991], [-2.249400, -2.178005, 0.832267], [1.820856, 0.879898, -4.429009], [0.805245, 4.481176, -0.448817], [0.103125, 1.624664, 3.218618], [-0.430980, -2.901101, -0.569526], [-1.031258, -4.237771, -0.708494], [1.926836, -2.779856, -2.941154], [1.549088, 0.030351, -4.843029], [-2.064602, -0.044827, -3.040747], [-1.852348, 1.089953, 1.003609], [1.457906, 2.022196, 2.109748], [-0.221629, -0.026396, -0.110037], [1.799160, -3.303507, -1.994424], [-0.194738, -2.248346, -4.829131], [-2.920750, 3.790172, 1.282916], [-2.581989, -0.477586, -1.298919], [0.719795, 4.351836, 1.328417], [1.136927, 1.369181, 2.934725], [1.843024, -2.090884, 3.906336], [-2.258291, 3.239843, 1.940755], [1.214369, -0.414196, 2.489458], [-1.164304, -4.605729, 0.309041], [-0.971627, -1.890212, -4.349494], [2.762660, -0.584794, 4.159905], [1.387428, -4.278134, -2.135319], [1.067458, -0.719674, 4.799589], [2.490138, -0.699499, -1.129438], [-1.828905, 1.150231, -1.628576], [1.580372, 2.356062, -1.259101], [-1.487200, 2.331858, 1.071628], [0.397232, 2.083047, -0.503339], [2.741294, -3.318680, -1.448828], [-0.727516, 4.860281, 0.392385], [-0.287460, 2.862696, 0.279308], [-2.861056, -0.518845, 1.270371], [1.771507, -1.011243, 4.025646]],
  "forces_ev_per_angstrom": [[0.383, -0.300, -0.835], [-0.032, 0.192, -0.014], [-0.823, -0.903, 0.743], [1.334, 1.704, -0.421], [-0.022, 0.276, -0.281], [2.300, 3.005, 0.363], [-0.023, -0.805, -0.290], [-0.061, 0.675, 1.093], [0.522, -0.220, -0.332], [-0.309, -0.005, 0.028], [0.348, 0.730, 0.498], [-0.807, 1.041, 0.468], [-0.103, 0.581, 0.371], [-0.129, -0.384, -0.061], [-0.432, -1.441, -0.454], [-0.837, -0.523, 0.358], [-0.046, 0.141, 0.174], [0.321, -0.320, -0.135], [-1.142, -0.720, 0.750], [0.282, -0.400, -0.645], [0.194, -0.349, -0.146], [0.176, 0.741, 0.438], [-0.326, 0.345, 0.637], [-0.868, 0.222, 0.079], [0.020, -0.473, 0.205], [0.119, -2.279, -0.269], [-0.241, -0.456, -0.143], [-0.138, 0.181, 0.244], [-0.307, 0.504, 0.226], [0.062, 0.314, -0.591], [0.056, 0.461, 0.254], [0.461, 0.088, 0.374], [-0.074, 0.025, 0.191], [0.135, 0.144, -0.212], [0.007, -0.275, -0.912], [-0.129, -0.369, -0.162], [0.177, -0.004, -0.041], [0.076, -0.017, 0.244], [0.103, -0.727, -0.316], [0.066, -0.125, 0.255], [0.570, -0.217, -1.012], [-0.578, -0.149, -0.626], [-1.630, 0.862, 0.879], [-1.463, -1.956, 0.631], [-0.121, 1.083, -0.619], [0.224, -0.267, -0.197], [-0.102, 0.844, 0.198], [2.308, -0.807, -1.776], [0.461, 0.503, 0.211], [0.039, -0.173, 0.582]],
  "spin_multiplicity": 1,
  "e_above_lowest_kj_mol": 838.5,
  "orbital_gap_ev": [5.548, 4.304],
  "largest_force_ev_per_a": 3.80,
  "lumo_ev": [-0.740, -1.814]
}



(2)
{
  "formula": "C29H43AlCl2F5N3O5Si",
  "method": "ωB97M-V with the def2-TZVPD basis set",
  "species": ["C", "C", "H", "C", "C", "F", "H", "H", "H", "H", "Cl", "N", "F", "C", "O", "H", "H", "O", "H", "H", "F", "H", "H", "Al", "Si", "H", "C", "F", "C", "C", "H", "H", "H", "C", "C", "H", "C", "O", "Cl", "H", "H", "H", "H", "H", "H", "C", "H", "O", "H", "H", "C", "C", "H", "H", "C", "H", "H", "H", "C", "H", "H", "H", "H", "C", "H", "C", "O", "C", "C", "H", "C", "N", "F", "C", "C", "H", "C", "H", "N", "C", "C", "C", "C", "H", "H", "H", "H", "C", "H"],
  "xyz": [[2.239835, 1.488643, -1.932257], [5.027324, -0.252693, -3.129100], [3.218682, -2.954914, -3.059119], [-2.939038, -0.249264, 2.006570], [0.865746, -3.237859, -1.129499], [-6.205538, 0.881232, 4.224092], [-4.485129, 5.352100, 4.389169], [3.040114, 2.203214, -1.646528], [2.762936, -0.516341, 0.075092], [5.260899, 0.738305, -3.623425], [-0.623527, -2.807513, 2.221508], [1.796308, 0.946740, 3.040429], [-6.565742, -0.309699, 1.841852], [1.056933, 0.035751, 2.448951], [-4.272427, 2.593483, 1.139460], [2.654913, 2.036754, 1.426030], [-1.027516, -2.312300, -3.851399], [-1.992031, -0.502677, 1.176468], [0.672669, -0.809892, 3.018487], [-2.387876, 1.305742, -0.110194], [-4.372430, -1.084735, 0.291686], [-5.791462, 5.413275, 3.181830], [3.088727, -0.208033, 4.237560], [-0.522167, -1.178238, 0.639869], [3.371260, 0.105574, -2.459206], [-0.635960, 1.154996, -3.425358], [-1.073663, 2.110123, -3.117823], [-1.520782, 0.858558, 3.618746], [3.629720, -0.466050, -0.586861], [-3.857921, 0.779993, 3.976084], [-4.350920, 6.435778, 2.982717], [4.245574, 0.361006, -0.202789], [6.035758, -4.723986, -0.386396], [2.394897, 0.644116, 4.338712], [0.433068, -3.434193, -2.626768], [1.808939, -4.645587, -5.417729], [-2.767505, 3.095147, -1.646331], [-0.852497, 0.185959, -0.957836], [2.058901, -0.746630, -3.780296], [1.994030, -3.954346, 0.974679], [-1.505670, -3.938423, -3.238762], [-5.844464, 3.822200, 1.704729], [-2.209984, 3.911506, -1.147433], [5.699779, -0.458697, -2.257851], [0.532643, -4.184745, -0.655883], [2.394693, -3.367634, -0.985168], [-1.515256, -2.538035, -2.094953], [0.757103, 0.088665, 1.207657], [4.206259, -1.376234, -0.435117], [2.027411, -4.674150, -3.228329], [0.868240, -4.292069, -4.995541], [-2.754209, 0.420158, 3.243796], [1.637117, 1.180196, -1.034451], [4.224251, -4.913377, 1.386666], [-0.984105, -2.994216, -2.961274], [2.933641, 1.531654, 4.682333], [-2.186464, 3.575299, 1.919400], [-1.721363, 2.496480, -3.911945], [-4.246537, -0.526166, 1.530711], [-0.300178, 2.858248, -2.905510], [1.614281, 1.928481, -2.685492], [-3.582123, 2.811603, -0.974655], [1.190317, 2.771986, 2.137030], [-2.589722, 4.269810, 2.670057], [0.545989, -3.417708, -5.563582], [2.099414, 2.200144, 2.357015], [0.140990, -2.236789, -0.507811], [4.704700, -3.680061, -1.785831], [2.801506, -3.872542, 0.248845], [0.132253, -5.079343, -5.155856], [1.178912, -4.078651, -3.558219], [-4.053059, 4.373252, 2.567598], [-3.707364, 1.527119, 5.091432], [-4.763442, 3.545542, 1.758845], [-1.716439, 1.093855, -0.957772], [-2.174714, 5.279341, 2.522126], [3.371542, -3.254483, -2.014850], [1.607914, 0.368671, 5.053579], [-1.920390, 1.953689, -1.946252], [5.037124, -4.306481, -0.571951], [-4.704281, 5.449500, 3.317687], [4.070193, -4.401500, 0.437554], [-5.136971, 0.472725, 3.540611], [-3.181083, 3.494036, -2.561979], [2.714564, 2.779262, 3.044551], [5.497555, -3.602444, -2.566312], [5.009293, -1.101109, -3.850577], [-5.318157, -0.147303, 2.298730], [-2.294809, 3.907199, 3.671326]],
  "forces_ev_per_angstrom": [[1.305, 1.067, 0.536], [0.944, 1.366, -0.509], [-0.525, 0.188, 0.913], [-0.705, 0.109, 0.091], [-0.955, -1.616, -1.196], [-0.242, 0.102, 0.277], [-0.062, -0.019, -0.222], [-0.804, 0.489, 0.397], [-0.130, -0.006, -0.418], [0.658, -1.244, 0.078], [0.305, 0.245, 0.385], [-0.289, -0.069, -0.414], [0.031, -0.051, 0.123], [-0.126, 0.019, -1.198], [-0.703, 1.213, 0.556], [-0.158, -0.046, 0.173], [0.020, -0.474, 0.782], [0.197, 0.495, 0.052], [0.306, -0.103, 0.330], [0.212, -0.470, -0.086], [-0.103, 0.591, 1.292], [0.289, -0.114, -0.016], [-0.171, 0.465, 0.128], [0.659, -0.680, -1.048], [-1.936, -2.068, 3.331], [-0.008, 0.237, 0.217], [-0.209, -0.168, -0.087], [-0.393, -0.354, -0.189], [0.100, 0.024, -0.640], [-0.438, 0.390, 0.527], [-0.023, -0.246, 0.038], [0.103, 0.117, -0.011], [-0.432, 0.223, -0.243], [-0.089, -0.375, 0.210], [0.311, 0.139, -0.269], [-0.139, -0.003, -0.492], [-0.197, 0.423, 0.517], [-0.682, 0.739, -0.028], [-0.458, -0.599, -0.770], [0.401, -0.131, 0.269], [-0.029, 0.702, 0.047], [0.495, -0.278, 0.034], [-0.035, -0.306, -0.258], [-0.387, 0.281, -0.979], [0.011, 0.177, -0.024], [0.626, 0.440, -0.622], [0.544, -0.253, -0.769], [-0.036, 0.016, 1.575], [0.103, 0.017, -0.123], [0.001, 0.469, -0.004], [0.210, -0.237, -0.285], [-0.126, -0.447, -1.218], [0.741, 0.143, -0.979], [0.462, 0.105, -0.246], [-0.142, -0.072, -0.337], [-0.160, -0.327, 0.047], [-0.372, 0.268, 0.207], [0.266, -0.142, -0.017], [0.698, 0.027, 0.384], [-0.023, -0.202, -0.145], [-0.089, 0.205, -0.323], [0.167, -0.031, -0.173], [0.093, -0.297, 0.026], [-0.270, 0.069, 0.256], [-0.036, 0.126, 0.232], [0.380, 0.154, -0.066], [1.188, 0.690, -0.809], [-0.170, -0.353, 0.499], [-0.262, -0.125, -0.689], [-0.188, -0.108, -0.021], [-1.039, -0.007, 1.693], [-0.088, -0.002, -0.187], [-0.028, -0.261, -0.187], [0.694, -0.621, -0.231], [0.751, -0.671, 0.211], [0.009, -0.351, 0.019], [1.066, -0.425, 0.284], [0.271, 0.166, -0.086], [0.068, 0.406, 0.021], [-0.093, 0.180, 0.230], [0.185, -0.103, -0.075], [-0.092, 0.224, 0.164], [0.402, -0.140, -0.781], [-0.134, 0.011, -0.243], [-0.026, 0.092, -0.209], [-0.916, 0.008, 0.552], [0.030, 0.841, 0.479], [-0.445, 0.000, 0.097], [-0.139, 0.135, -0.357]],
  "spin_multiplicity": 1,
  "e_above_lowest_kj_mol": 14.5,
  "orbital_gap_ev": 7.644,
  "largest_force_ev_per_a": 4.37,
  "lumo_ev": 0.088
}